A structure of composition C29H24CdClN5O5. Source: the OMol25 dataset; level of theory: ωB97M-V/def2-TZVPD.

Summary:
- Charge: 0
- Highest occupied orbital energy: -7.81 eV
- Energy above the lowest of the compared OMol25 structures with the same formula, charge and spin: 0.942 eV

Structure (XYZ):
```
65
Properties=species:S:1:pos:R:3:forces:R:3
Cd -0.0165 0.2007 0.1702 -0.26 -0.61 -0.57
O 5.3886 2.5585 -1.5840 -0.23 0.37 -0.22
C 5.7399 1.4803 -0.9279 -0.02 -0.18 0.10
O 6.8951 1.1763 -0.7496 -0.01 0.18 -0.11
C 4.6462 0.6062 -0.3885 -0.01 -0.24 0.30
C 4.8878 -0.5875 0.2876 0.03 0.65 -0.38
Cl 6.4089 -1.2891 0.5261 0.02 -0.26 0.05
N 3.6946 -1.1195 0.6704 0.58 0.69 -0.26
N 2.6990 -0.3142 0.2629 -0.57 0.16 -0.17
C 3.2331 0.7212 -0.3714 0.40 -0.40 0.07
C 2.3307 1.7276 -1.0622 0.51 0.08 -0.17
O 2.8505 2.6941 -1.6307 0.12 0.03 0.08
O 1.0992 1.4804 -1.0842 -0.15 0.12 -0.32
C 3.4081 -2.3664 1.2800 -0.40 -0.76 0.35
C 4.3579 -3.0760 2.0096 0.06 0.17 -0.07
C 4.0517 -4.3265 2.5220 -0.11 -0.02 0.00
C 2.7950 -4.8787 2.3377 0.06 -0.01 0.03
C 1.8309 -4.1501 1.6620 0.02 0.06 -0.01
C 2.1301 -2.9046 1.1390 0.04 0.16 -0.12
H 4.3808 2.7002 -1.6455 0.28 -0.29 0.20
H 5.3398 -2.6699 2.1640 0.00 -0.01 0.13
H 4.8063 -4.8682 3.0745 0.04 0.00 0.01
H 2.5677 -5.8632 2.7184 -0.02 -0.05 0.07
H 0.8324 -4.5472 1.5383 -0.02 -0.02 -0.03
H 1.3709 -2.3486 0.6135 0.09 -0.08 0.00
O 1.0144 -1.7726 -1.4421 0.11 0.24 0.07
C 0.3324 -1.9284 -2.6636 -0.16 -0.23 -0.16
C -0.4735 -0.7058 -3.0257 0.18 -0.22 -0.29
C -0.4840 -0.2162 -4.3242 -0.04 -0.04 0.19
C -1.2760 0.8783 -4.6218 -0.08 -0.03 0.19
C -2.0486 1.4239 -3.6119 0.05 -0.03 -0.05
C -1.9711 0.8692 -2.3455 -0.24 0.21 -0.13
N -1.1924 -0.1626 -2.0451 0.14 0.00 0.34
H 1.7806 -1.1974 -1.5818 -0.05 -0.03 0.19
H -0.3486 -2.7739 -2.5089 0.08 0.12 -0.15
H 1.0297 -2.1846 -3.4702 -0.16 0.02 0.06
H 0.1274 -0.6798 -5.0826 0.08 -0.08 -0.04
H -1.2951 1.2884 -5.6187 0.01 0.07 -0.11
H -2.6883 2.2721 -3.7940 -0.09 0.07 0.02
H -2.5797 1.2550 -1.5426 0.01 0.15 0.07
C -1.8056 3.2437 0.3129 -0.02 0.18 -0.03
N -1.1248 2.1122 0.9067 0.12 -0.04 0.27
C -0.7683 2.2197 2.1400 -0.30 0.30 -0.26
C -0.1774 1.1553 2.8499 0.30 -0.30 0.76
C 0.1469 1.0912 4.2106 -0.22 0.24 -0.42
C 0.5882 -0.2007 4.4467 0.08 -0.17 0.05
C 0.5331 -0.8662 3.2250 0.05 -0.21 0.15
N 0.0763 -0.0607 2.2588 -0.27 0.05 0.27
C -3.2978 3.1783 0.5610 0.06 0.04 -0.01
C -3.9691 1.9607 0.5402 0.06 -0.03 -0.05
C -5.3343 1.9038 0.7583 -0.02 -0.09 0.01
C -6.0424 3.0627 1.0279 -0.10 0.01 0.01
C -5.3797 4.2770 1.0727 -0.09 0.01 0.04
C -4.0170 4.3340 0.8381 0.05 -0.04 -0.09
H -1.5966 3.2415 -0.7635 0.02 0.12 0.14
H -1.4195 4.1835 0.7337 -0.05 -0.09 -0.19
H -0.9400 3.1470 2.6991 -0.01 -0.05 -0.11
H 0.0398 1.8914 4.9172 -0.01 0.17 0.16
H 0.9014 -0.6126 5.3860 0.09 -0.13 0.15
H 0.7904 -1.8910 3.0284 0.07 -0.08 -0.05
H -3.4089 1.0489 0.3723 -0.05 -0.02 0.07
H -5.8435 0.9504 0.7334 -0.03 -0.05 0.01
H -7.1048 3.0185 1.2146 -0.09 -0.01 0.01
H -5.9248 5.1793 1.3077 -0.04 0.09 -0.01
H -3.5097 5.2873 0.8736 0.10 0.09 0.02
```
Forces are in eV/Å.

***

A structure of composition C29H24Cl2GeN3SY. Source: the OMol25 dataset; level of theory: ωB97M-V/def2-TZVPD.

Summary:
- Charge: +3
- Highest occupied orbital energy (alpha / beta): -16.28 / -16.88 eV
- Energy above the lowest of the compared OMol25 structures with the same formula, charge and spin: 1.780 eV
- Expectation value of S²: 0.7576
- 2S+1: 2

Structure (XYZ):
```
61
Properties=species:S:1:pos:R:3:forces:R:3
Y 0.2165 -0.1236 0.3581 0.35 0.63 -0.89
N 4.0252 1.7781 -0.1027 -0.10 0.19 -0.05
C 4.6164 0.5224 -0.0406 -0.15 -0.51 0.08
C 5.9446 0.1153 -0.0350 0.02 0.14 -0.02
C 6.1675 -1.2444 0.0309 0.02 0.05 -0.01
C 5.1100 -2.1660 0.0900 -0.02 -0.06 0.01
C 3.7918 -1.7587 0.0993 -0.04 0.06 0.00
C 3.5557 -0.3883 0.0341 0.39 0.16 -0.04
N 2.3584 0.3369 0.0121 0.19 0.21 -0.04
C 2.6989 1.6326 -0.0722 0.31 -0.22 0.02
C 1.6985 2.6837 -0.0805 -0.07 0.45 -0.06
C 1.8791 4.0321 -0.1161 0.05 -0.12 -0.02
S 0.3796 4.8379 -0.1003 -0.10 -0.25 0.01
C -0.4201 3.3436 -0.0400 -0.01 0.26 -0.02
N 0.3685 2.2941 -0.0327 0.07 -0.60 0.02
H 4.5339 2.6446 -0.2079 -0.08 0.03 0.02
H 6.7594 0.8256 -0.0823 0.02 -0.04 -0.02
H 7.1844 -1.6117 0.0334 0.00 0.00 -0.01
H 5.3451 -3.2211 0.1224 -0.03 0.00 0.02
H 2.9835 -2.4799 0.1466 0.03 -0.03 0.01
H 2.8040 4.5873 -0.1540 -0.02 0.00 0.00
H -1.4992 3.2835 -0.0211 0.01 0.00 0.02
Cl -2.4195 -0.4675 -0.1899 -0.80 0.18 -0.24
C -2.2633 -2.2412 -0.1317 -0.23 -0.12 0.04
Cl -0.5339 -2.6379 -0.3290 0.09 -0.67 -0.16
H -2.8252 -2.6824 -0.9495 0.09 0.09 -0.10
H -2.6091 -2.5968 0.8345 0.09 0.07 0.05
C -4.5254 -0.3739 4.3619 0.04 -0.02 -0.03
C -3.6136 -1.3615 4.7140 -0.04 -0.06 0.00
C -2.3041 -1.2928 4.2638 0.08 -0.05 -0.05
C -1.8975 -0.2062 3.4831 0.55 0.02 -0.22
C -2.8217 0.7825 3.1253 0.07 0.01 -0.01
C -4.1296 0.6997 3.5681 -0.06 0.02 -0.04
Ge 0.0040 0.0154 3.0778 -0.16 0.21 2.34
C 1.1479 -1.5242 3.4808 -0.34 0.39 -0.40
C 0.7530 -2.8201 3.1211 -0.04 0.06 -0.01
C 1.4967 -3.9120 3.5333 0.06 -0.09 -0.03
C 2.6422 -3.7182 4.2992 -0.02 0.03 -0.04
C 3.0399 -2.4347 4.6579 0.04 0.00 -0.02
C 2.3129 -1.3360 4.2312 0.05 0.10 -0.01
C 0.7683 1.7492 3.5678 -0.12 -0.46 -0.27
C 0.0109 2.6697 4.2961 -0.14 -0.06 -0.06
C 0.5974 3.8411 4.7492 -0.01 0.05 0.01
C 1.9251 4.1191 4.4479 -0.02 -0.01 -0.02
C 2.6804 3.2139 3.7089 0.05 0.04 -0.01
C 2.1070 2.0319 3.2728 0.00 -0.10 0.00
H -5.5493 -0.4400 4.7048 0.01 0.02 0.03
H -3.9187 -2.1832 5.3484 -0.02 0.00 -0.01
H -1.5928 -2.0584 4.5510 -0.04 0.01 0.04
H -2.5087 1.6310 2.5227 -0.04 0.04 0.04
H -4.8434 1.4702 3.3084 0.00 0.00 0.00
H -0.1628 -2.9801 2.5602 -0.01 -0.03 0.05
H 1.1840 -4.9148 3.2737 0.00 0.00 0.00
H 3.2265 -4.5715 4.6169 -0.03 0.00 0.04
H 3.9140 -2.2903 5.2787 0.02 -0.01 -0.02
H 2.6259 -0.3383 4.5149 0.00 -0.06 0.05
H -1.0238 2.4564 4.5377 0.02 0.03 0.04
H 0.0217 4.5316 5.3511 0.00 0.01 -0.02
H 2.3769 5.0369 4.8006 0.00 -0.01 0.02
H 3.7211 3.4267 3.4977 0.00 -0.02 0.03
H 2.7114 1.2983 2.7470 0.05 0.04 -0.03
```
Forces are in eV/Å.

***

A structure of composition C29H24Cl2N6O2PbS3. Source: the OMol25 dataset; level of theory: ωB97M-V/def2-TZVPD.

Summary:
- Charge: +2
- Highest occupied orbital energy: -11.72 eV
- Energy above the lowest of the compared OMol25 structures with the same formula, charge and spin: 18.193 eV

Structure (XYZ):
```
67
Properties=species:S:1:pos:R:3:forces:R:3
Pb -1.2481 0.5438 -0.4353 0.11 -0.55 0.65
C 2.5023 1.3935 -3.2572 -0.11 0.13 -0.13
C 1.1884 1.3235 -2.5363 0.46 -0.25 0.24
N 1.0635 0.7184 -1.4091 0.18 0.16 -0.19
N 2.1845 0.1738 -0.8260 0.18 0.18 -0.18
C 2.1176 -0.3864 0.3918 0.30 -1.03 -2.30
N 3.2818 -0.8554 0.8304 -0.24 -0.25 -0.51
S 1.0885 0.2968 2.2688 7.90 7.98 2.05
C -0.0186 1.9723 -3.0966 -0.46 0.23 -0.20
C 0.0361 2.8043 -4.2040 0.26 -0.03 0.08
C -1.1252 3.3809 -4.7005 -0.09 0.00 0.00
C -2.3318 3.1089 -4.0848 0.06 0.02 0.00
C -2.3132 2.2998 -2.9636 -0.11 -0.18 0.17
N -1.1987 1.7521 -2.4793 0.46 0.16 -0.42
H 3.1691 2.1176 -2.7811 0.00 -0.01 0.02
H 2.3774 1.6871 -4.2933 0.04 -0.02 -0.01
H 2.9929 0.4198 -3.2638 -0.01 -0.01 -0.06
H 3.0583 0.2477 -1.3430 -0.09 0.18 -0.09
H 4.0713 -0.9963 0.2108 0.16 0.11 0.14
H 3.2745 -1.4474 1.6506 0.05 0.20 0.13
H 0.9848 3.0295 -4.6656 -0.04 0.00 -0.08
H -1.0849 4.0337 -5.5617 0.04 0.00 -0.01
H -3.2635 3.5161 -4.4486 -0.01 0.02 0.02
H -3.2271 2.0640 -2.4293 -0.03 0.06 -0.01
O -0.0043 -2.5886 5.2079 -1.02 -0.05 -0.81
S 0.5882 -1.8353 4.0515 2.43 -5.98 10.83
O -1.0407 -0.4203 2.8244 -13.93 -2.39 0.77
N 0.1648 -1.8900 1.5847 -3.12 -1.17 -7.03
C 0.2324 -2.8946 0.7390 0.01 -4.28 0.72
C 0.6599 -4.0665 1.3910 -0.15 0.01 -1.00
C 0.6159 -5.3129 0.7666 0.10 -0.06 0.01
C 0.1825 -5.4092 -0.5287 0.10 -0.12 0.02
C -0.2179 -4.2573 -1.2254 -0.05 0.26 -0.01
C -0.5993 -4.3120 -2.5867 0.03 -0.03 0.11
C -0.9709 -3.1771 -3.2355 -0.10 0.03 -0.36
C -1.0347 -1.9728 -2.5199 0.11 0.15 0.43
N -0.7134 -1.8513 -1.2480 0.48 -0.80 0.11
C -0.2455 -2.9894 -0.5871 -0.18 1.16 -0.39
C 2.2738 -1.7477 4.6324 1.40 1.67 0.15
C 2.9567 -0.5447 4.7899 -0.22 0.16 -0.29
C 4.1776 -0.5077 5.4447 0.09 -0.13 0.00
C 4.7349 -1.6731 5.9480 -0.05 -0.05 0.01
C 4.0645 -2.8780 5.7843 0.11 0.28 -0.04
C 2.8413 -2.9106 5.1406 -0.72 -0.65 -0.41
H 0.9722 -3.9755 2.4227 0.04 -0.09 -0.01
H 0.9147 -6.1969 1.3134 0.01 -0.01 -0.02
H 0.1485 -6.3645 -1.0349 0.01 -0.01 -0.02
H -0.5753 -5.2658 -3.0980 0.01 0.00 -0.03
H -1.2236 -3.1917 -4.2860 -0.07 0.03 0.01
H -1.3533 -1.0570 -3.0112 -0.10 -0.08 -0.14
H 2.5393 0.3759 4.4076 -0.04 0.03 0.13
H 4.6857 0.4382 5.5721 -0.03 0.02 0.00
H 5.6758 -1.6466 6.4802 0.02 0.02 -0.03
H 4.4895 -3.7922 6.1739 -0.06 -0.04 -0.01
H 2.2990 -3.8431 5.0532 0.02 -0.02 0.08
Cl 0.1242 -1.0158 2.6206 9.23 -4.86 -2.12
C -1.9548 0.4231 3.0037 2.28 9.35 1.01
C -3.2486 0.5743 3.2937 0.28 -1.28 -0.25
C -3.6371 1.8298 3.8224 0.06 0.68 -0.25
C -2.7738 2.8728 4.0075 -0.33 -0.15 0.34
C -1.4278 2.8895 3.5640 1.32 -0.21 0.12
Cl -0.5018 4.3426 3.7345 -0.37 0.25 -0.11
C -0.7460 1.7915 3.0808 -4.74 -0.04 -2.68
S 0.2624 2.0949 1.3333 -1.86 1.33 1.31
H -3.9353 -0.2427 3.1002 -0.15 0.01 0.47
H -4.6772 1.9873 4.0698 -0.01 -0.14 0.11
H -3.1678 3.7665 4.4722 0.10 0.10 -0.08
```
Forces are in eV/Å.

***

A structure of composition C29H24IPZr. Source: the OMol25 dataset; level of theory: ωB97M-V/def2-TZVPD.

Summary:
- Charge: +4
- Highest occupied orbital energy: -19.58 eV

Structure (XYZ):
```
56
Properties=species:S:1:pos:R:3:forces:R:3
Zr 0.0265 -0.4443 -1.6492 0.50 -0.05 1.93
C 2.7348 -0.2664 -4.2411 0.17 0.01 -0.04
C 1.2937 -0.5271 -3.9476 -0.09 0.02 -0.18
C 0.8153 -1.8505 -3.7456 -0.08 0.17 -0.16
C -0.5563 -2.1171 -3.6015 0.02 0.12 -0.46
C -1.4942 -1.0624 -3.6254 0.09 0.03 -0.50
C -1.0420 0.2564 -3.8043 0.02 -0.16 -0.63
C 0.3395 0.5228 -3.9361 -0.08 -0.28 -0.50
H 3.1848 -1.1162 -4.7561 -0.04 -0.03 0.04
H 3.3120 -0.1006 -3.3259 0.00 0.01 -0.01
H 2.8633 0.6142 -4.8704 -0.08 0.04 0.04
H 1.5079 -2.6774 -3.8680 0.03 -0.02 0.25
H -0.8954 -3.1482 -3.6222 -0.03 0.00 0.30
H -2.5537 -1.2806 -3.6855 -0.03 0.01 0.29
H -1.7568 1.0545 -3.9793 -0.02 0.05 0.26
H 0.6620 1.5227 -4.2113 0.02 0.08 0.28
I 2.2822 -1.7678 -0.3852 -0.41 0.21 0.27
C 2.2625 -1.8098 1.8995 0.02 0.14 -0.77
C 3.2819 -2.6153 2.2911 0.12 -0.13 -0.12
C 3.4311 -2.8543 3.6699 -0.02 0.00 0.13
C 2.5491 -2.2936 4.5471 0.05 -0.05 0.02
C 1.4970 -1.4557 4.1076 0.03 0.05 -0.40
C 0.5900 -0.9183 5.0481 -0.06 0.04 0.12
C -0.4463 -0.1007 4.6842 -0.02 0.03 0.09
C -0.5929 0.2473 3.3414 0.19 -0.15 -0.10
C 0.2822 -0.2413 2.3810 0.00 0.17 -0.58
P -0.0124 0.4754 0.7647 -1.07 -0.08 0.60
C -1.7058 -0.0839 0.2287 0.58 -0.06 -0.14
C -1.7561 -1.4259 -0.2750 -0.05 0.22 0.02
C -2.9734 -1.9502 -0.7349 0.06 -0.20 0.06
C -4.1206 -1.1629 -0.7229 -0.04 0.13 0.07
C -4.0667 0.1400 -0.2375 -0.08 -0.11 -0.04
C -2.8597 0.6914 0.2104 0.18 0.11 -0.14
C -0.0133 2.2626 0.6482 0.29 -0.40 -0.27
C -0.0849 2.7079 -0.6821 0.10 -0.16 0.35
C -0.0657 4.0483 -0.9908 0.01 0.05 -0.24
C 0.0452 4.9660 0.0569 0.00 -0.05 0.09
C 0.1360 4.5368 1.3739 0.01 0.05 0.01
C 0.1214 3.1798 1.6819 -0.05 -0.12 0.02
C 1.3347 -1.1428 2.7085 -0.08 0.03 0.38
H 3.9702 -3.0880 1.6010 -0.03 0.01 -0.01
H 4.2351 -3.4959 4.0050 0.00 0.01 0.01
H 2.6450 -2.4850 5.6089 -0.01 -0.01 -0.01
H 0.7297 -1.1800 6.0905 0.00 0.01 0.00
H -1.1340 0.2881 5.4229 0.00 -0.02 0.01
H -1.3961 0.9131 3.0476 -0.04 0.02 0.07
H -0.9520 -2.1380 -0.0134 -0.02 0.05 -0.05
H -3.0368 -2.9891 -1.0398 0.03 0.01 -0.02
H -5.0631 -1.5734 -1.0644 0.00 -0.01 0.01
H -4.9705 0.7371 -0.1978 0.00 0.00 0.00
H -2.8343 1.7083 0.5863 0.01 0.04 -0.10
H -0.1379 1.9466 -1.4956 -0.15 0.16 -0.23
H -0.1317 4.4062 -2.0100 0.03 -0.04 -0.01
H 0.0758 6.0242 -0.1686 -0.04 0.01 0.00
H 0.2261 5.2607 2.1733 0.02 0.01 -0.02
H 0.2176 2.8523 2.7090 0.01 0.02 0.01
```
Forces are in eV/Å.

***

Question: Which of these has the lowest charge?
Answer: C29H24CdClN5O5